{
  "formula": "C19H23N6O5S4SeTc",
  "method": "ωB97M-V with the def2-TZVPD basis set",
  "elements": ["Tc", "N", "C", "C", "C", "N", "C", "C", "N", "C", "H", "H", "H", "H", "H", "H", "H", "H", "H", "H", "H", "H", "H", "H", "H", "H", "O", "C", "S", "C", "C", "S", "S", "S", "N", "C", "C", "C", "C", "C", "C", "C", "N", "C", "C", "N", "C", "H", "H", "H", "H", "H", "H", "H", "O", "Se", "O", "O", "O"],
  "coordinates": [[-0.379, 0.230, 0.001], [1.014, -3.085, 0.858], [0.053, -3.299, 2.007], [0.179, -2.222, 3.099], [-0.718, -0.975, 2.994], [-0.130, 0.116, 2.161], [-2.137, -1.313, 2.542], [-2.193, -2.204, 1.305], [-1.779, -1.478, 0.077], [-1.386, -3.481, 1.529], [1.830, -3.689, 0.942], [1.374, -2.122, 0.757], [0.599, -3.230, -0.096], [0.362, -4.243, 2.448], [1.226, -1.918, 3.205], [-0.088, -2.706, 4.040], [-0.791, -0.587, 4.011], [0.897, 0.099, 2.230], [-0.377, 1.007, 2.581], [-2.687, -0.387, 2.353], [-2.649, -1.831, 3.357], [-3.231, -2.512, 1.175], [-2.605, -1.114, -0.391], [-1.356, -2.127, -0.607], [-1.409, -4.113, 0.636], [-1.905, -4.035, 2.313], [6.177, 2.711, -1.017], [5.176, 2.272, -0.541], [3.542, 2.856, -0.993], [2.653, 1.878, 0.111], [3.380, 0.979, 0.909], [2.785, -0.053, 2.081], [5.112, 0.972, 0.664], [0.966, 2.222, 0.134], [-6.543, 8.107, 3.939], [-6.003, 7.289, 3.341], [-5.320, 6.262, 2.592], [-3.984, 5.981, 2.862], [-3.329, 4.993, 2.150], [-4.020, 4.282, 1.181], [-5.344, 4.566, 0.891], [-5.995, 5.562, 1.596], [-3.355, 3.235, 0.463], [-3.503, 2.933, -0.877], [-2.676, 1.890, -1.125], [-2.026, 1.543, 0.051], [-2.455, 2.383, 0.977], [-3.458, 6.550, 3.617], [-2.278, 4.802, 2.327], [-5.873, 4.004, 0.131], [-7.030, 5.794, 1.383], [-4.144, 3.499, -1.529], [-2.471, 1.376, -2.050], [-2.168, 2.388, 2.015], [-0.491, -0.119, -2.056], [0.725, -1.296, -2.039], [1.733, -1.308, -3.266], [1.372, -0.806, -0.537], [0.025, -2.751, -1.684]],
  "atomic_forces_ev_per_a": [[0.5730, 0.3254, 0.2956], [0.0931, -0.0777, 0.0304], [-0.0584, 0.1613, 0.1043], [0.1255, 0.0529, -0.1830], [-0.0780, 0.1244, -0.0768], [-1.2327, -0.2200, 0.0334], [0.0779, 0.0275, -0.0574], [-0.0220, 0.0488, 0.0923], [0.0883, -0.1271, -0.1879], [0.0345, 0.0075, -0.1177], [-0.0368, -0.0110, 0.0385], [0.0159, 0.2023, 0.0559], [-0.0919, -0.0768, -0.0579], [0.0533, -0.0503, -0.0120], [-0.1125, -0.1036, 0.0661], [-0.0134, -0.0469, -0.0209], [0.0450, 0.0271, 0.0297], [0.2011, 0.0877, 0.0052], [-0.1103, 0.0425, -0.0595], [-0.0241, -0.0360, 0.0470], [-0.0229, 0.0009, -0.0085], [-0.0285, -0.0420, -0.0677], [-0.0076, 0.0707, 0.0738], [-0.1341, -0.0110, 0.0379], [-0.0251, 0.0018, 0.0219], [0.0187, -0.0494, 0.0004], [-0.1753, -0.1093, 0.0872], [0.1738, 0.0731, -0.1307], [0.0070, -0.0895, 0.1136], [0.0138, 0.1650, -0.2734], [0.2597, -0.1243, 0.0733], [1.1396, -0.0284, 0.0629], [-0.0874, 0.0329, -0.0138], [-0.3526, -0.0818, 0.1777], [0.0232, -0.0489, -0.0220], [0.0543, -0.0591, -0.0787], [-0.0249, 0.1016, 0.0656], [0.0012, 0.0160, 0.0325], [0.0806, 0.0186, 0.0059], [0.0450, -0.1050, -0.0775], [-0.0933, -0.0451, -0.0269], [-0.0494, 0.0115, -0.0174], [-0.1049, 0.2047, 0.0062], [-0.0012, 0.0726, 0.0728], [0.0339, -0.1818, 0.1403], [-0.1360, 0.2120, -0.2170], [-0.0295, -0.1023, -0.1137], [-0.0031, -0.0193, -0.0036], [-0.0282, 0.0045, -0.0014], [0.0106, 0.0057, 0.0443], [0.0124, -0.0104, 0.0069], [0.0191, 0.0090, 0.0520], [0.0194, 0.0210, 0.0361], [0.0114, 0.0365, -0.0241], [-0.0433, -0.0048, 0.2077], [0.1144, -0.7712, -0.3527], [-0.1699, 0.1689, 0.2382], [-0.1827, 0.0082, -0.0894], [0.1342, 0.2907, -0.0640]],
  "energy_ha": -5517.3141,
  "s2": 3.7723,
  "largest_force_ha_per_bohr": 0.0244,
  "e_above_lowest_kcal_mol": 3.5,
  "multiplicity": 4,
  "charge": 1,
  "homo_ev": [-10.454, -11.391],
  "lumo_ev": [-2.74, -4.85]
}

---

{
  "formula": "C33H22Co2NO5P",
  "method": "ωB97M-V with the def2-TZVPD basis set",
  "elements": ["C", "N", "O", "C", "Co", "C", "O", "C", "O", "C", "C", "C", "C", "C", "C", "C", "C", "C", "Co", "C", "O", "C", "O", "P", "C", "C", "C", "C", "C", "C", "C", "C", "C", "C", "C", "C", "C", "C", "C", "C", "C", "C", "H", "H", "H", "H", "H", "H", "H", "H", "H", "H", "H", "H", "H", "H", "H", "H", "H", "H", "H", "H", "H", "H"],
  "coordinates": [[2.457, -2.469, -3.569], [3.618, -2.565, -3.417], [1.431, -0.222, -4.609], [1.157, -0.453, -3.501], [0.511, -0.610, -1.841], [1.702, -1.573, -0.891], [2.666, -2.030, -0.422], [1.045, 1.021, -1.589], [1.453, 2.107, -1.597], [-1.266, -0.856, -1.582], [-0.713, -1.795, -2.418], [-0.896, -2.872, -3.235], [0.012, -3.985, -3.161], [0.221, -4.834, -4.278], [1.282, -5.737, -4.296], [2.115, -5.847, -3.168], [1.842, -5.091, -2.011], [0.744, -4.241, -1.977], [-0.716, -0.743, 0.271], [0.285, -1.756, 1.230], [0.884, -2.433, 1.962], [-2.309, -1.134, 0.763], [-3.382, -1.358, 1.147], [-0.503, 1.133, 1.183], [1.147, 1.800, 1.646], [1.264, 2.967, 2.425], [2.528, 3.459, 2.779], [3.677, 2.759, 2.391], [3.562, 1.567, 1.664], [2.299, 1.086, 1.297], [-1.328, 2.480, 0.219], [-0.669, 3.674, -0.104], [-1.320, 4.646, -0.867], [-2.609, 4.403, -1.354], [-3.264, 3.204, -1.052], [-2.625, 2.244, -0.263], [-1.333, 1.193, 2.836], [-2.367, 2.095, 3.120], [-3.000, 2.052, 4.366], [-2.590, 1.117, 5.324], [-1.547, 0.224, 5.048], [-0.917, 0.266, 3.803], [-2.197, -0.304, -1.794], [-1.724, -2.903, -3.961], [-0.442, -4.725, -5.141], [1.485, -6.335, -5.193], [2.994, -6.501, -3.196], [2.502, -5.140, -1.140], [0.417, -3.752, -1.057], [0.365, 3.494, 2.755], [2.615, 4.381, 3.364], [4.671, 3.134, 2.661], [4.456, 1.015, 1.354], [2.206, 0.143, 0.746], [0.352, 3.845, 0.230], [-0.809, 5.583, -1.105], [-3.111, 5.145, -1.982], [-4.273, 3.004, -1.418], [-3.137, 1.310, -0.008], [-2.687, 2.818, 2.370], [-3.818, 2.745, 4.576], [-3.092, 1.076, 6.295], [-1.227, -0.510, 5.792], [-0.096, -0.421, 3.581]],
  "atomic_forces_ev_per_a": [[1.6162, -0.3340, -0.2503], [-0.5798, 0.0565, -0.1802], [-0.9008, 0.2845, 2.4477], [0.6809, -0.3206, -3.0416], [3.2929, 0.8104, 0.6344], [3.3616, -0.6354, 0.1586], [-2.4565, 0.7820, -0.6145], [0.2108, 2.1686, 0.1084], [-0.2377, -0.9359, 0.0853], [-3.3459, 1.4279, -0.7840], [-1.5979, -2.2705, -0.0038], [-0.3217, 0.3817, 0.4721], [0.7849, -0.7009, -0.9878], [0.1951, 0.0368, 0.4059], [-0.1531, 0.0167, 0.4654], [0.0714, 0.2897, 0.1662], [-0.2107, -0.4848, -0.3677], [-0.2953, -0.2412, -0.4677], [-0.4071, -0.6930, 0.0930], [0.5033, -1.2769, 0.8624], [-0.2102, 0.2906, -0.0091], [-0.2247, -0.0071, 0.2213], [0.2043, -0.0141, -0.1795], [-0.4728, -0.1001, -0.2411], [0.1013, 0.3794, 0.4788], [0.5490, -0.0731, -0.1116], [-0.1717, -0.2481, -0.0746], [-0.0804, -0.1928, -0.1375], [-0.0900, 0.1819, 0.0129], [0.0716, 0.1078, 0.1255], [0.4005, 0.3993, 0.4473], [-0.5548, 0.1008, -0.1162], [-0.1601, -0.2257, -0.1991], [-0.0237, 0.0592, 0.0317], [0.3212, -0.0725, 0.2732], [-0.0069, 0.3019, -0.0548], [0.0349, 0.5455, -0.2420], [0.0578, -0.3809, 0.4460], [0.1740, -0.2289, 0.0046], [-0.0687, 0.0212, 0.0161], [-0.0479, 0.2877, -0.3408], [-0.2003, 0.1355, 0.2504], [0.5549, 0.2048, -0.3183], [-0.2351, -0.2910, 0.8386], [0.3401, 0.0627, 0.1356], [-0.0864, 0.1977, 0.3641], [-0.3257, 0.2647, -0.0009], [-0.2524, -0.1464, -0.2990], [0.3231, 0.0412, -0.2931], [0.2327, -0.1393, -0.1393], [-0.0380, -0.3383, -0.1947], [-0.3802, -0.1111, -0.0855], [-0.3650, 0.2123, 0.1840], [0.0343, 0.5316, 0.2364], [-0.2515, -0.0347, -0.0594], [-0.1680, -0.3045, 0.0251], [0.1929, -0.2040, 0.2266], [0.2821, 0.1150, 0.0295], [0.2670, 0.2632, -0.1459], [0.0933, -0.1675, 0.1663], [0.2400, -0.2211, 0.0200], [0.1425, 0.0334, -0.3052], [-0.1213, 0.2402, -0.1835], [-0.2921, 0.1619, -0.0051]],
  "energy_ha": -4808.4338,
  "largest_force_ha_per_bohr": 0.0724,
  "e_above_lowest_kcal_mol": 10.8,
  "charge": -2,
  "homo_ev": -0.620,
  "lumo_ev": 4.24
}

---

{
  "formula": "C49H57BIN11PS3ScSe",
  "method": "ωB97M-V with the def2-TZVPD basis set",
  "elements": ["Sc", "C", "C", "C", "C", "N", "C", "C", "N", "B", "N", "C", "C", "N", "C", "S", "C", "C", "C", "C", "N", "C", "C", "N", "C", "S", "C", "C", "C", "C", "C", "S", "H", "H", "H", "H", "H", "H", "H", "H", "H", "H", "H", "H", "H", "H", "H", "H", "H", "H", "H", "H", "H", "H", "H", "H", "H", "H", "H", "H", "H", "H", "H", "H", "H", "H", "N", "C", "C", "C", "C", "C", "C", "P", "C", "C", "C", "C", "C", "C", "C", "C", "C", "C", "C", "C", "H", "H", "H", "H", "H", "H", "H", "H", "H", "H", "H", "H", "H", "H", "H", "H", "I", "C", "C", "C", "C", "C", "N", "H", "H", "H", "H", "Se", "N", "C", "C", "C", "C", "N", "C", "N", "H", "H", "H"],
  "coordinates": [[0.385, -0.183, 0.457], [6.940, 0.063, -2.587], [5.856, 0.038, -1.516], [5.687, -1.399, -1.026], [6.250, 0.993, -0.392], [4.565, 0.508, -2.133], [4.441, 0.905, -3.454], [3.154, 1.237, -3.661], [2.478, 1.064, -2.470], [0.991, 1.294, -2.184], [0.666, 2.754, -1.873], [0.846, 3.801, -2.756], [0.474, 4.932, -2.135], [0.056, 4.592, -0.859], [0.192, 3.252, -0.710], [-0.268, 2.317, 0.675], [-0.425, 5.593, 0.157], [-1.881, 5.294, 0.513], [0.496, 5.549, 1.376], [-0.358, 6.984, -0.462], [-0.828, -0.573, -2.452], [-1.818, -0.515, -3.590], [-1.401, -1.698, -4.364], [-0.482, -2.432, -3.664], [-0.153, -1.872, -2.490], [0.805, -2.349, -1.231], [0.037, -3.793, -4.126], [1.561, -3.809, -4.039], [-0.598, -4.837, -3.211], [-0.367, -4.038, -5.579], [3.348, 0.618, -1.546], [2.952, 0.276, 0.097], [7.868, -0.275, -2.128], [7.117, 1.067, -2.974], [6.716, -0.614, -3.414], [6.660, -1.772, -0.706], [5.326, -2.040, -1.831], [5.001, -1.468, -0.187], [7.196, 0.665, 0.038], [5.506, 1.013, 0.400], [6.386, 2.004, -0.778], [5.270, 0.917, -4.135], [2.670, 1.586, -4.556], [0.732, 0.641, -1.224], [1.223, 3.659, -3.754], [0.465, 5.941, -2.497], [-2.012, 4.288, 0.905], [-2.523, 5.412, -0.362], [-2.204, 6.005, 1.275], [0.438, 4.593, 1.889], [0.199, 6.330, 2.075], [1.531, 5.731, 1.080], [-0.990, 7.068, -1.346], [0.662, 7.279, -0.710], [-0.733, 7.692, 0.276], [-2.860, -0.549, -3.267], [-1.833, -2.041, -5.280], [1.926, -3.841, -3.017], [1.995, -2.944, -4.546], [1.909, -4.705, -4.551], [-0.326, -4.663, -2.170], [-0.238, -5.826, -3.494], [-1.685, -4.828, -3.305], [-0.024, -3.238, -6.236], [-1.438, -4.182, -5.704], [0.110, -4.961, -5.904], [1.408, 0.408, 2.609], [0.987, 0.136, 3.968], [1.938, -0.060, 4.960], [1.542, -0.250, 6.274], [0.192, -0.218, 6.604], [-0.754, -0.042, 5.608], [-0.371, 0.108, 4.275], [-1.542, 0.104, 2.879], [-3.084, 0.722, 3.586], [-3.349, 2.082, 3.436], [-4.504, 2.632, 3.974], [-5.404, 1.823, 4.653], [-5.149, 0.466, 4.802], [-3.992, -0.084, 4.273], [-1.776, -1.730, 2.607], [-0.997, -2.756, 3.467], [-0.701, -4.607, 2.298], [-2.002, -5.042, 1.596], [-2.758, -3.995, 0.759], [-2.236, -2.547, 0.667], [2.398, 0.187, 2.537], [1.340, 1.415, 2.442], [2.993, -0.047, 4.708], [2.287, -0.400, 7.043], [-0.120, -0.337, 7.633], [-1.806, -0.033, 5.867], [-2.644, 2.709, 2.901], [-4.703, 3.690, 3.862], [-6.306, 2.250, 5.070], [-5.851, -0.162, 5.333], [-3.799, -1.144, 4.397], [-0.494, -2.376, 4.348], [0.101, -5.338, 2.328], [-2.004, -6.056, 1.207], [-3.218, -4.358, -0.157], [-2.335, -2.057, -0.297], [1.904, -2.961, 2.014], [-0.232, -3.139, 2.183], [-1.511, -4.213, 3.571], [-2.820, -4.634, 2.858], [-3.601, -3.596, 2.014], [-3.082, -2.140, 1.890], [-0.953, -2.119, 1.367], [-1.318, -4.688, 4.528], [-3.431, -5.350, 3.401], [-4.682, -3.697, 2.034], [-3.836, -1.364, 1.810], [-4.177, 1.943, 0.019], [-3.564, 2.567, -1.515], [-2.642, 1.730, -1.980], [-2.099, 1.939, -3.255], [-1.279, 0.915, -3.948], [0.031, 0.506, -3.225], [-1.274, -0.293, -1.137], [-2.336, 0.602, -1.062], [-3.068, 0.531, 0.008], [-2.421, 2.820, -3.791], [-1.164, 1.126, -5.008], [0.629, -0.091, -3.919]],
  "atomic_forces_ev_per_a": [[-0.6663, -0.4160, 0.3506], [0.0589, -0.0123, -0.0243], [-0.0270, 0.0303, 0.0003], [0.0163, -0.0121, 0.0051], [-0.0273, -0.0144, 0.0019], [-0.0419, 0.0357, 0.0259], [0.0010, -0.0397, -0.0533], [-0.0349, 0.0551, -0.0139], [-0.0663, -0.0402, -0.0062], [-0.3419, -0.1316, -0.0907], [0.0578, 0.0354, 0.0807], [-0.0075, -0.0731, -0.0440], [-0.0934, 0.0635, 0.0053], [0.0881, -0.0365, 0.0346], [-0.0960, -0.0684, -0.1841], [0.0193, 0.2539, -0.0573], [-0.0409, -0.0153, 0.0357], [0.0231, -0.0147, -0.0109], [-0.0380, -0.0010, -0.0414], [0.0128, 0.0664, 0.0228], [-0.0158, -0.1019, 0.1290], [0.0483, 0.1612, -0.0044], [0.2008, -0.0411, -0.0176], [-0.1013, -0.2086, -0.1601], [0.0336, -0.1171, 0.1161], [0.0298, 0.2408, -0.1434], [-0.0491, -0.0141, 0.0027], [0.0814, 0.0027, -0.0228], [0.0312, 0.0065, 0.0420], [-0.0361, 0.1193, 0.1030], [0.1578, -0.0744, -0.0045], [0.0524, -0.0784, 0.0888], [0.0045, -0.0078, -0.0013], [-0.0032, -0.0038, 0.0076], [0.0188, 0.0031, 0.0113], [-0.0213, -0.0066, 0.0122], [0.0139, 0.0085, -0.0137], [-0.0367, 0.0117, 0.0218], [0.0062, -0.0106, -0.0045], [-0.0016, 0.0092, 0.0127], [-0.0087, -0.0003, -0.0027], [-0.0422, 0.0043, 0.0213], [-0.0024, 0.0048, 0.0030], [0.3453, 0.2746, 0.0531], [0.0162, -0.0098, 0.0140], [0.0258, -0.0291, 0.0081], [0.0169, -0.0068, 0.0143], [0.0175, -0.0208, 0.0046], [-0.0137, 0.0070, -0.0096], [0.0158, -0.0354, 0.0329], [-0.0076, -0.0002, -0.0189], [-0.0077, 0.0002, -0.0017], [-0.0091, 0.0216, 0.0144], [-0.0041, -0.0086, -0.0007], [0.0019, 0.0067, -0.0012], [-0.0221, -0.0163, 0.0258], [-0.0147, -0.0995, -0.1399], [-0.0039, 0.0047, -0.0474], [-0.0110, 0.0038, -0.0175], [0.0323, 0.0092, 0.0162], [-0.0231, -0.0585, -0.0320], [-0.0017, 0.0126, -0.0173], [-0.0024, 0.0045, -0.0146], [0.0182, -0.0182, -0.0200], [-0.1154, 0.0683, 0.0259], [0.0140, 0.0162, 0.0258], [0.0358, -0.0256, -0.0963], [-0.0644, 0.0310, 0.0296], [0.0008, 0.0045, -0.0161], [-0.0347, 0.0107, -0.0003], [0.0318, 0.0033, -0.0249], [-0.0206, -0.0197, 0.0003], [-0.0337, -0.0112, 0.0384], [0.2695, -0.2880, -0.1257], [-0.0435, 0.0013, -0.0479], [0.0161, 0.0040, 0.0402], [-0.0005, -0.0039, 0.0101], [-0.0007, -0.0057, -0.0026], [0.0028, 0.0121, -0.0049], [-0.0021, -0.0118, -0.0111], [0.0332, 0.1150, 0.0233], [-0.0367, 0.0544, 0.0076], [-0.0171, -0.0021, 0.0260], [0.0029, -0.0080, -0.0028], [-0.0393, 0.0075, 0.0375], [-0.0117, 0.1421, -0.1519], [-0.0014, -0.0197, -0.0003], [0.0139, -0.0114, -0.0037], [-0.0008, 0.0013, -0.0056], [-0.0008, -0.0001, -0.0017], [0.0018, 0.0008, -0.0004], [-0.0058, -0.0001, -0.0151], [-0.0118, 0.0144, -0.0160], [0.0039, -0.0026, -0.0024], [-0.0006, 0.0018, -0.0022], [0.0007, -0.0023, 0.0017], [0.0003, 0.0080, 0.0074], [0.0163, 0.0314, 0.0110], [0.0046, 0.0024, 0.0062], [-0.0015, -0.0023, 0.0024], [-0.0091, 0.0015, 0.0018], [0.0095, -0.0489, 0.1382], [-0.0034, 0.0475, 0.0483], [0.1820, -0.0002, 0.0240], [-0.0044, -0.0103, 0.0083], [-0.0169, -0.0156, -0.0144], [0.0205, 0.0094, -0.0245], [-0.0263, 0.0674, -0.0275], [0.1674, -0.0838, 0.0681], [-0.0090, -0.0069, 0.0009], [-0.0031, -0.0033, -0.0002], [-0.0044, -0.0031, 0.0020], [0.0121, -0.0245, -0.0112], [0.0322, 0.1474, 0.1363], [-0.1746, 0.0186, -0.1100], [0.0587, 0.0776, -0.0514], [-0.0296, 0.0138, 0.0201], [0.0101, -0.0917, -0.0669], [0.0978, 0.1361, 0.0022], [0.0448, 0.1622, -0.0277], [0.1262, -0.0712, 0.0974], [-0.0005, -0.0695, -0.0507], [0.0315, 0.0113, 0.0102], [-0.0155, 0.0037, -0.0049], [-0.0263, 0.0023, -0.0262]],
  "energy_ha": -7523.8617,
  "largest_force_ha_per_bohr": 0.0167,
  "e_above_lowest_kcal_mol": 239.0,
  "charge": 2,
  "homo_ev": [-11.732, -12.297],
  "lumo_ev": [-5.82, -5.31]
}